i:
The following is a DFT calculation (ωB97M-V/def2-TZVPD) of 2 unconnected molecules or ions with the total composition C6H12N2.

Element x y z (Å)
H  -2.997  3.607  -2.210
H  -2.415  3.921  0.129
H  1.507  -3.269  0.825
C  0.959  -2.356  1.087
N  1.810  -1.179  0.934
C  2.960  -1.376  0.469
H  -0.816  -3.207  0.237
C  -0.288  -2.245  0.221
H  -1.501  2.473  -2.423
H  0.350  1.065  0.740
H  3.342  -2.367  0.197
H  0.682  -2.398  2.143
N  -0.719  2.762  0.143
H  -0.998  -1.507  0.601
C  -2.093  3.149  -1.824
H  3.604  -0.511  0.320
H  -0.036  -2.008  -0.811
C  -1.790  3.276  -0.507
H  -1.086  0.732  -0.415
C  -0.473  1.439  0.143

## Properties
<S²>   0.76
Orbital gap (alpha / beta)   2.935 / 6.370 eV
Spin multiplicity   2
Net charge   -1
M   112.176 Da

These are the natural (NBO) partial charges, in e, on atoms 1 to 5: 0.1647, 0.1263, 0.1438, -0.2456, -0.3460

ii:
The following is a DFT calculation (ωB97M-V/def2-TZVPD) of 2 unconnected molecules or ions with the total composition C6H12N2.

Element x y z (Å)
C  -2.029  -1.307  -0.896
C  2.045  -1.233  0.450
C  -0.273  1.664  -0.084
H  2.308  0.584  -0.634
H  -2.292  -2.087  -0.178
H  2.689  -0.735  -1.622
H  3.816  -0.161  -0.327
N  -0.881  0.917  -0.971
H  -2.941  -1.150  -1.488
H  2.567  -2.131  0.804
N  -0.340  1.140  1.157
C  -1.400  -0.136  -0.257
H  0.108  1.507  2.014
H  1.120  -1.652  0.036
C  -1.078  0.014  1.064
H  -1.386  -1.789  -1.638
H  -1.216  -0.706  1.856
H  0.306  2.556  -0.257
H  1.830  -0.622  1.326
C  2.784  -0.405  -0.579

## Properties
<S²>   0.75
Orbital gap (alpha / beta)   2.841 / 8.654 eV
Spin multiplicity   2
Net charge   -1
M   112.176 Da

These are the natural (NBO) partial charges, in e, on atoms 1 to 5: -0.6373, -0.6884, 0.0387, 0.2093, 0.2062

According to the calculations, the structures order from most to least stable as ii, i.